Record 1
Computed, not measured: 13 unconnected molecules or ions with the total composition C32H94N8O20 in a non-equilibrium geometry, with the ωB97M-V functional and the def2-TZVPD basis.

Last column: Löwdin charge in e.
Atoms and positions in Å:
1 C 2.55543 -1.85607 0.04935  -0.041
2 C 1.06033 -1.77694 0.34435  -0.383
3 C 0.50156 -0.37733 0.05643  -0.137
4 O -0.89700 -0.44777 0.46848  -0.237
5 C -1.49318 0.85755 0.47668  -0.062
6 N 0.30940 -2.80415 -0.38729  0.082
7 H 2.95572 -2.79978 0.42638  0.082
8 H 3.10003 -1.08235 0.59494  0.052
9 H 2.81362 -1.74804 -1.00745  0.079
10 H 0.95293 -1.95554 1.41955  0.146
11 H 0.41928 -0.22963 -1.02383  0.116
12 H 1.02917 0.36859 0.65240  0.124
13 H -2.15305 1.03130 -0.37607  0.083
14 H -0.76171 1.66230 0.55214  0.077
15 H -2.10413 0.86357 1.38351  0.072
16 H -0.65466 -2.52068 -0.30189  0.054
17 H 0.53709 -2.72185 -1.37383  0.057
18 C 0.85909 2.97326 -4.82209  -0.054
19 C 1.04369 3.46883 -3.40386  -0.420
20 C 2.50468 3.63243 -2.92251  -0.194
21 O 3.29240 2.46516 -3.11676  -0.170
22 C 3.41690 1.75444 -1.90307  -0.108
23 N 0.46887 4.80403 -3.19380  0.033
24 H -0.19770 2.84526 -5.07408  0.065
25 H 1.27728 1.97174 -4.96051  0.065
26 H 1.28739 3.58052 -5.62168  0.088
27 H 0.62420 2.76707 -2.67435  0.127
28 H 2.50580 3.85248 -1.85116  0.115
29 H 2.96239 4.50121 -3.40593  0.129
30 H 2.47079 1.39083 -1.49382  0.079
31 H 4.00170 2.29656 -1.15261  0.086
32 H 4.04860 0.88392 -2.10661  0.080
33 H -0.49933 4.70538 -3.50367  0.076
34 H 0.81994 5.50766 -3.83568  0.089
35 C -4.33764 3.74437 0.86509  -0.063
36 C -5.39597 3.19637 -0.08355  -0.375
37 C -4.90839 3.57260 -1.48915  -0.203
38 O -3.65469 2.93061 -1.71163  -0.212
39 C -3.36374 2.88341 -3.08622  -0.103
40 N -5.40260 1.73357 0.07343  0.038
41 H -4.23488 4.82679 0.77725  0.084
42 H -3.33867 3.35473 0.66950  0.057
43 H -4.59043 3.45967 1.89034  0.072
44 H -6.35882 3.64469 0.15217  0.143
45 H -4.85884 4.62017 -1.80774  0.129
46 H -5.65420 3.21082 -2.21890  0.123
47 H -3.54378 3.82254 -3.61799  0.093
48 H -3.78651 2.00064 -3.57175  0.100
49 H -2.28234 2.76948 -3.24893  0.068
50 H -6.19885 1.27686 -0.35511  0.101
51 H -4.55090 1.43011 -0.39373  0.075
52 C 0.24597 0.89517 5.56287  -0.066
53 C -1.21722 0.51194 5.39330  -0.420
54 C -2.18851 1.70766 5.29399  -0.218
55 O -1.93661 2.64726 6.30836  -0.188
56 C -2.01710 4.01481 5.94513  -0.095
57 N -1.32603 -0.28230 4.16069  0.059
58 H 0.57380 1.46181 4.68508  0.076
59 H 0.85676 -0.00289 5.64052  0.065
60 H 0.39618 1.50501 6.45350  0.075
61 H -1.51636 0.02022 6.32302  0.143
62 H -3.21506 1.33248 5.40713  0.104
63 H -2.22958 2.03777 4.24273  0.117
64 H -2.94747 4.21614 5.40349  0.085
65 H -1.17994 4.35644 5.32845  0.078
66 H -2.01698 4.51018 6.91499  0.088
67 H -2.27080 -0.62353 3.98249  0.040
68 H -1.14122 0.40678 3.43603  0.046
69 C 7.10227 -1.51977 0.95524  -0.251
70 C 5.99805 -1.45347 -0.09881  -0.227
71 O 6.39209 -1.14398 -1.43042  -0.061
72 O 7.77344 -0.31214 1.25508  -0.040
73 H 7.73687 -2.39591 0.76549  0.123
74 H 6.59011 -1.83360 1.87356  0.106
75 H 5.29597 -0.69911 0.27257  0.098
76 H 5.57726 -2.45835 -0.08180  0.125
77 H 6.58699 -0.19920 -1.42838  0.099
78 H 7.68377 0.20904 0.44979  0.079
79 C 0.59862 -6.89523 -0.73099  -0.236
80 C 1.69240 -5.85009 -0.54323  -0.274
81 O 1.40956 -5.12408 0.62429  -0.096
82 O -0.69289 -6.29731 -0.81325  -0.085
83 H 0.63922 -7.53317 0.15762  0.122
84 H 0.87572 -7.48611 -1.60650  0.118
85 H 1.74960 -5.21463 -1.43553  0.108
86 H 2.64074 -6.39884 -0.51933  0.113
87 H 1.11459 -4.21848 0.36496  0.021
88 H -0.82923 -6.04607 0.11243  0.082
89 C -3.72040 -3.74031 2.52792  -0.235
90 C -2.57516 -3.27387 1.66899  -0.254
91 O -2.91145 -2.32023 0.68037  -0.080
92 O -3.26386 -4.76700 3.41382  -0.067
93 H -4.60666 -4.05362 1.97746  0.128
94 H -4.06789 -2.97042 3.22733  0.095
95 H -2.20901 -4.20494 1.18678  0.105
96 H -1.63941 -3.06707 2.20536  0.126
97 H -2.10068 -1.79519 0.55796  0.036
98 H -2.81755 -4.35703 4.15738  0.084
99 C -0.78179 -0.08162 -4.20762  -0.255
100 C 0.42600 -0.93220 -4.44581  -0.205
101 O 0.66457 -1.65104 -3.21650  -0.114
102 O -2.00020 -0.79518 -4.38913  -0.055
103 H -0.82152 0.68932 -4.98553  0.101
104 H -0.76479 0.50333 -3.28294  0.112
105 H 1.37905 -0.44980 -4.69082  0.111
106 H 0.22328 -1.59335 -5.29695  0.134
107 H 1.41482 -2.21236 -3.47132  0.045
108 H -2.39897 -1.05952 -3.54708  0.058
109 C 4.53224 0.02750 3.50769  -0.204
110 C 4.92693 1.34264 2.82604  -0.203
111 O 4.23621 1.40120 1.56140  -0.101
112 O 3.12176 -0.14147 3.31212  -0.086
113 H 4.97680 -0.09482 4.49251  0.128
114 H 4.93125 -0.73371 2.82322  0.096
115 H 5.98912 1.44622 2.62419  0.113
116 H 4.51291 2.15669 3.43422  0.118
117 H 3.44740 0.86866 1.74798  0.040
118 H 2.76877 -0.83232 3.87929  0.099
119 C -0.23627 4.78586 0.60683  -0.258
120 C -1.13423 5.06737 1.78262  -0.231
121 O -1.85450 6.25734 1.43892  -0.068
122 O -0.91634 4.71961 -0.63487  -0.082
123 H 0.38564 3.88442 0.72858  0.110
124 H 0.53975 5.56193 0.54433  0.124
125 H -0.57054 5.20939 2.70364  0.117
126 H -1.84727 4.26397 2.00492  0.093
127 H -2.12787 6.10756 0.52396  0.067
128 H -0.31559 4.33765 -1.28606  0.034
129 C 4.80961 -3.07827 -3.77248  -0.241
130 C 3.63158 -2.84560 -4.74329  -0.226
131 O 2.49086 -3.63317 -4.43019  -0.080
132 O 5.68704 -1.98678 -3.96843  -0.068
133 H 5.30572 -4.03823 -3.94730  0.118
134 H 4.37486 -3.14475 -2.77052  0.111
135 H 3.92247 -2.81120 -5.79490  0.129
136 H 3.32183 -1.82200 -4.50816  0.103
137 H 2.63025 -4.53491 -4.73663  0.100
138 H 5.76704 -1.54429 -3.10847  0.038
139 C -2.90670 -3.69024 -2.55441  -0.639
140 O -3.63406 -2.82784 -3.03121  0.021
141 N -1.52569 -3.64163 -2.65945  0.167
142 N -3.31237 -4.85503 -1.95125  0.167
143 H -1.19703 -2.82134 -3.13798  0.061
144 H -1.00990 -4.48734 -2.50644  0.081
145 H -4.28273 -5.05231 -1.79444  0.103
146 H -2.61835 -5.33680 -1.40799  0.057
147 C -4.83880 -0.06007 3.32295  -0.665
148 O -4.35269 -0.82952 4.16703  -0.029
149 N -4.65549 -0.21988 1.98081  0.172
150 N -5.46105 1.09180 3.66390  0.165
151 H -4.78267 0.59889 1.37116  0.037
152 H -4.21766 -1.09121 1.72079  0.066
153 H -5.51667 1.34446 4.63123  0.102
154 H -5.82521 1.62780 2.89517  0.080

Maximum force   0.0487 hartree/bohr
2S+1   1
E   -3218.33432 Eh
Gap between HOMO and LUMO   8.9 eV
Highest occupied orbital energy   -0.3210 Ha

Record 2
Computed, not measured: a single C4H8O3 molecule, with the ωB97M-V functional and the def2-TZVPD basis.

Last column: Löwdin charge in e.
Atoms and positions in Å:
1 C -0.81701 1.09921 -0.81486  -0.028
2 C -0.54413 0.35862 0.48128  -0.438
3 O -1.74007 0.33538 1.24513  -0.029
4 C -0.13091 -1.09360 0.23056  -0.121
5 O 1.00328 -1.21549 -0.64484  -0.024
6 C 2.13020 -0.58958 -0.29944  -0.348
7 O 2.34734 -0.01365 0.73568  0.073
8 H -1.53081 0.54720 -1.43619  0.091
9 H 0.10594 1.23553 -1.38787  0.083
10 H -1.23564 2.08364 -0.59207  0.087
11 H 0.25339 0.86866 1.03060  0.132
12 H -1.49459 0.14274 2.15864  0.099
13 H -0.93955 -1.60606 -0.29735  0.137
14 H 0.06030 -1.61706 1.17550  0.137
15 H 2.84655 -0.66617 -1.12978  0.148

Maximum force   0.0107 hartree/bohr
Energy relative to the best compared isomer or geometry (same formula, charge and spin)   1.030 eV
2S+1   1
E   -382.92695 Eh
SMILES   C[C@@H](O)COC=O
Gap between HOMO and LUMO   11.2 eV
Highest occupied orbital energy   -0.3824 Ha

Record 3
Computed, not measured: a molecular structure, C25H20CrN4O, with the ωB97M-V functional and the def2-TZVPD basis.

Last column: Löwdin charge in e.
Atoms and positions in Å:
1 Cr 0.08816 0.30170 -0.19135  0.866
2 C -1.23391 -3.79211 -0.41573  0.003
3 C -0.50257 -2.49710 -0.42406  -0.237
4 N -0.95549 -1.37334 -0.00671  -0.065
5 N -2.19977 -1.24288 0.56944  0.139
6 C -2.26615 -0.03069 1.04674  -0.350
7 O -1.24737 0.82188 0.94449  -0.132
8 C -3.48021 0.45170 1.72033  -0.151
9 C -4.58904 -0.38625 1.84279  -0.018
10 C -5.72795 0.07071 2.48011  -0.064
11 C -5.76634 1.36161 2.99409  -0.065
12 C -4.66555 2.19675 2.87029  -0.063
13 C -3.52123 1.74546 2.23250  -0.013
14 C 0.88594 -2.36051 -0.91028  -0.173
15 C 1.62849 -3.41271 -1.41782  0.024
16 C 2.93407 -3.18299 -1.82093  -0.013
17 C 3.46954 -1.90923 -1.70843  -0.020
18 C 2.67573 -0.90211 -1.19520  -0.072
19 N 1.41491 -1.11602 -0.80419  0.018
20 H -2.23324 -3.64722 -0.01601  0.079
21 H -0.71150 -4.52802 0.19852  0.100
22 H -1.30873 -4.19644 -1.42716  0.098
23 H -4.54715 -1.38832 1.43949  0.111
24 H -6.58792 -0.57791 2.57880  0.109
25 H -6.65908 1.71561 3.49287  0.110
26 H -4.69956 3.20045 3.27218  0.109
27 H -2.65864 2.38842 2.13040  0.115
28 H 1.18491 -4.39521 -1.49152  0.124
29 H 3.52950 -3.99312 -2.22022  0.125
30 H 4.48171 -1.69157 -2.01629  0.120
31 H 3.03691 0.11387 -1.10156  0.121
32 C 2.52012 3.91540 0.10209  -0.035
33 C 2.24621 4.49864 -1.12833  -0.024
34 C 1.39947 3.86723 -2.01931  0.018
35 C 0.82777 2.64787 -1.67226  -0.188
36 N 1.11367 2.08679 -0.47977  0.004
37 C 1.93090 2.70192 0.38306  -0.091
38 C -0.12053 1.87767 -2.51325  -0.173
39 C -0.51518 2.32374 -3.77000  -0.019
40 C -1.43666 1.58854 -4.50054  -0.058
41 C -1.96458 0.41752 -3.97764  -0.061
42 C -1.56169 -0.03298 -2.72599  -0.072
43 C -0.63198 0.68180 -1.97530  -0.140
44 H 3.17074 4.38531 0.82454  0.116
45 H 2.69214 5.44934 -1.39007  0.122
46 H 1.17777 4.32072 -2.97326  0.114
47 H 2.10383 2.19640 1.32549  0.127
48 H -0.12405 3.24029 -4.19177  0.107
49 H -1.74868 1.93634 -5.47636  0.112
50 H -2.69444 -0.14340 -4.54757  0.111
51 H -2.00030 -0.94262 -2.33363  0.097

Maximum force   0.0101 hartree/bohr
Energy relative to the best compared isomer or geometry (same formula, charge and spin)   0.000 eV
2S+1   2
E   -2303.21621 Eh
Total charge   +1
Gap between HOMO and LUMO (alpha / beta)   7.4 / 7.3 eV
⟨S²⟩   0.763
Highest occupied orbital energy (alpha / beta)   -0.4124 / -0.4063 Ha

Repeat the second record exactly.
Computed, not measured: a single C4H8O3 molecule, with the ωB97M-V functional and the def2-TZVPD basis.

Last column: Löwdin charge in e.
Atoms and positions in Å:
1 C -0.81701 1.09921 -0.81486  -0.028
2 C -0.54413 0.35862 0.48128  -0.438
3 O -1.74007 0.33538 1.24513  -0.029
4 C -0.13091 -1.09360 0.23056  -0.121
5 O 1.00328 -1.21549 -0.64484  -0.024
6 C 2.13020 -0.58958 -0.29944  -0.348
7 O 2.34734 -0.01365 0.73568  0.073
8 H -1.53081 0.54720 -1.43619  0.091
9 H 0.10594 1.23553 -1.38787  0.083
10 H -1.23564 2.08364 -0.59207  0.087
11 H 0.25339 0.86866 1.03060  0.132
12 H -1.49459 0.14274 2.15864  0.099
13 H -0.93955 -1.60606 -0.29735  0.137
14 H 0.06030 -1.61706 1.17550  0.137
15 H 2.84655 -0.66617 -1.12978  0.148

Maximum force   0.0107 hartree/bohr
Energy relative to the best compared isomer or geometry (same formula, charge and spin)   1.030 eV
2S+1   1
E   -382.92695 Eh
SMILES   C[C@@H](O)COC=O
Gap between HOMO and LUMO   11.2 eV
Highest occupied orbital energy   -0.3824 Ha

E of number 3 (C25H20CrN4O)?
-2303.21621 Eh

Look up the 2S+1 of the second one.
1